{"formula": "C17H31F3O2P2Ti", "method": "ωB97M-V with the def2-TZVPD basis set", "total_charge": 2, "mol_weight_g_mol": 434.242, "homo_ev": [-14.64, -14.64], "e_tot_ev": -72046.46687, "orbital_gap_ha": [0.170, 0.170], "elements": ["Ti", "P", "P", "F", "F", "F", "O", "O", "C", "C", "C", "C", "C", "C", "C", "C", "C", "C", "C", "C", "C", "C", "C", "C", "C", "H", "H", "H", "H", "H", "H", "H", "H", "H", "H", "H", "H", "H", "H", "H", "H", "H", "H", "H", "H", "H", "H", "H", "H", "H", "H", "H", "H", "H", "H", "H"], "coordinates": [[1.8327, -0.9293, 1.1161], [1.3752, 0.7097, -0.9879], [-0.3199, -1.3506, -0.1789], [-0.8987, -2.8263, 4.6302], [-1.7120, -1.2152, 3.4441], [-0.5123, -0.7524, 5.2205], [1.2740, -0.3373, 3.1577], [0.9318, -2.3561, 2.4382], [-0.1251, 2.7447, 1.1328], [-0.9691, 3.0400, -0.0858], [-2.0079, -0.3472, -0.3496], [0.0934, -1.4404, -2.0466], [-2.9340, 2.2674, -1.4339], [-0.6233, -1.5886, 4.1748], [-1.1780, -2.9451, 0.1591], [-2.2428, 2.6621, -0.1508], [1.6956, -2.6989, -0.2920], [-3.1204, -0.2735, -1.1313], [1.4247, -0.7115, -2.3489], [-3.8867, 1.0406, -1.2609], [2.5420, 2.0252, -1.4514], [0.6600, -1.4354, 3.2548], [3.6608, -1.4533, 2.2015], [0.1998, 1.4630, -2.5320], [1.1088, 1.7767, 1.0528], [1.6952, -2.8821, -1.3724], [3.3460, -1.8052, 3.2123], [-3.5959, -1.1885, -1.5451], [2.0412, 2.3620, 1.2691], [-0.4907, 0.7496, -2.9692], [-0.7004, -3.7852, -0.3496], [2.4894, 2.3847, -2.4944], [-0.7930, 2.2596, 1.8667], [-4.5781, 0.8993, -2.1123], [1.4695, -0.3663, -3.3990], [0.8339, 1.7352, -3.3797], [-1.1914, -3.1337, 1.2384], [4.3520, -0.6023, 2.3557], [-0.3990, 2.3236, -2.2778], [-2.8329, 2.4650, 0.7564], [-2.2192, -2.8875, -0.1562], [4.2659, -2.2749, 1.7616], [0.2502, 3.6768, 1.6016], [-4.5081, 1.2573, -0.3643], [-0.4438, 3.5038, -0.9206], [-0.7524, -0.9554, -2.5357], [0.9991, 1.1493, 1.9550], [2.2588, 2.8324, -0.7709], [-3.5785, 3.0634, -1.8026], [1.4011, -3.6752, 0.0989], [-2.0479, 0.3216, 0.5263], [-2.1949, 2.0319, -2.2087], [3.5446, 1.6705, -1.1961], [2.3308, -1.3100, -2.2128], [2.7163, -2.3886, 0.0084], [0.0638, -2.4991, -2.3159]], "lowdin_charge": [0.93, 1.00, 0.87, 0.19, 0.14, 0.18, -0.04, -0.04, -0.18, -0.14, -0.22, -0.37, -0.17, -0.48, -0.20, -0.09, -0.15, -0.12, -0.29, -0.16, -0.24, -0.46, -0.12, -0.11, -0.11, 0.04, 0.04, 0.12, 0.11, 0.04, 0.06, 0.08, 0.12, 0.13, 0.12, 0.07, 0.06, 0.04, 0.01, 0.14, 0.06, 0.04, 0.15, 0.13, 0.11, 0.06, 0.04, 0.05, 0.13, 0.07, 0.06, 0.08, 0.06, 0.07, 0.02, 0.10]}